# 1
Density functional theory data (ωB97M-V/def2-TZVPD) for a gas-phase ion, C5H6NO2S2 (charge -1) at a distorted geometry.

Geometry (Å):
C1 -0.120 0.136 -0.614
C2 0.043 0.714 0.631
C3 0.192 -1.078 -0.992
C4 0.009 0.131 1.858
C5 0.171 2.289 0.630
N1 0.019 -1.629 -2.276
O1 -0.077 0.417 3.029
O2 -1.712 -1.961 0.986
S1 0.967 -2.258 0.075
S2 -0.389 -1.863 1.612
H1 -0.445 0.724 -1.465
H2 0.876 2.666 1.324
H3 0.347 2.513 -0.420
H4 -0.873 2.850 0.734
H5 0.499 -2.562 -2.222
H6 0.492 -1.089 -2.892

Values from the calculation:
**E**: -1195.710304 hartree
**Molecular weight**: 176.24 g/mol
**LUMO level**: 3.220 eV
**Energy relative to the best compared isomer or geometry (same formula, charge and spin)**: 17.4 kcal/mol
**HOMO-LUMO gap**: 5.99 eV
**Net charge**: -1

Here are the Mulliken charges for atoms 1 to 6, given in e: atom 1 (C): -0.43, atom 2 (C): 0.60, atom 3 (C): 0.31, atom 4 (C): 0.44, atom 5 (C): -1.46, atom 6 (N): -0.68

# 2
Density functional theory data (ωB97M-V/def2-TZVPD) for a molecular structure, C5H6NO4S2 at a distorted geometry.

Geometry (Å):
C1 -0.633 -0.090 0.402
C2 -0.634 2.094 -0.310
C3 0.048 -0.309 -1.003
C4 0.978 -2.118 -2.713
C5 0.363 -1.583 -1.447
N1 -0.957 1.235 0.643
O1 -0.915 -1.091 1.077
O2 -0.903 3.270 -0.435
O3 -0.905 0.472 3.308
O4 1.067 1.660 2.201
S1 0.213 1.246 -1.821
S2 -0.215 1.924 2.772
H1 2.095 -2.046 -2.641
H2 0.473 -1.391 -3.375
H3 0.799 -3.198 -2.928
H4 -1.163 -0.006 2.562
H5 0.149 -2.361 -0.722
H6 0.137 2.291 4.429

Values from the calculation:
**E**: -1346.226986 hartree
**Molecular weight**: 208.24 g/mol
**LUMO level**: 3.200 eV
**Energy relative to the best compared isomer or geometry (same formula, charge and spin)**: 30.6 kcal/mol
**HOMO-LUMO gap**: 8.20 eV
**Net charge**: -1

Here are the Mulliken charges for atoms 1 to 6, given in e: atom 1 (C): 0.64, atom 2 (C): 0.59, atom 3 (C): 0.13, atom 4 (C): -0.98, atom 5 (C): -0.07, atom 6 (N): -0.65

# 3
Density functional theory data (ωB97M-V/def2-TZVPD) for a gas-phase ion, C5H6NS (charge +1) at a distorted geometry.

Geometry (Å):
C1 0.187 -1.663 0.001
N1 0.262 -0.231 0.004
C2 -0.733 0.627 0.003
C3 -0.235 1.965 0.001
C4 1.123 1.891 -0.001
C5 1.481 0.494 0.001
S1 2.960 -0.205 0.000
H1 0.622 -2.063 -0.917
H2 -0.852 -1.979 0.067
H3 0.740 -2.073 0.848
H4 -1.766 0.321 0.003
H5 -0.847 2.846 0.000
H6 1.837 2.692 -0.002

Values from the calculation:
**E**: -646.765763 hartree
**Molecular weight**: 112.18 g/mol
**LUMO level**: -7.304 eV
**Energy relative to the best compared isomer or geometry (same formula, charge and spin)**: 1.0 kcal/mol
**HOMO-LUMO gap**: 7.16 eV
**Net charge**: +1

Here are the Mulliken charges for atoms 1 to 6, given in e: atom 1 (C): -0.81, atom 2 (N): 0.15, atom 3 (C): 0.30, atom 4 (C): -0.74, atom 5 (C): -0.12, atom 6 (C): -0.05

# 4
Density functional theory data (ωB97M-V/def2-TZVPD) for a molecular structure, C5H6NS at a distorted geometry.

Geometry (Å):
C1 -1.886 -1.959 -0.517
C2 -0.388 -0.446 0.023
C3 -0.444 0.875 0.023
C4 0.688 -1.499 0.025
C5 0.654 1.899 0.217
N1 -1.768 -0.740 -0.436
S1 -2.221 0.901 -0.572
H1 1.685 -1.121 0.085
H2 0.429 -2.235 -0.787
H3 0.653 -1.976 1.041
H4 0.791 1.840 1.383
H5 0.342 2.931 -0.142
H6 1.465 1.530 -0.344

Values from the calculation:
**E**: -646.584311 hartree
**Molecular weight**: 112.18 g/mol
**LUMO level**: -6.737 eV
**Energy relative to the best compared isomer or geometry (same formula, charge and spin)**: 114.8 kcal/mol
**HOMO-LUMO gap**: 7.65 eV
**Net charge**: +1

Here are the Mulliken charges for atoms 1 to 6, given in e: atom 1 (C): 0.10, atom 2 (C): -0.19, atom 3 (C): 0.74, atom 4 (C): -1.22, atom 5 (C): -0.87, atom 6 (N): 0.28

# 5
Density functional theory data (ωB97M-V/def2-TZVPD) for a single C5H6O molecule.

Geometry (Å):
O1 -1.707 -1.385 0.266
C1 -2.116 -0.075 0.023
C2 -1.153 0.799 -0.140
C3 0.133 0.594 -0.141
C4 1.300 0.169 -0.904
C5 1.374 0.394 0.606
H1 -1.005 -1.345 0.926
H2 -3.190 0.017 -0.037
H3 1.309 -0.858 -1.271
H4 1.741 0.902 -1.569
H5 1.449 -0.489 1.245
H6 1.864 1.276 0.996

Values from the calculation:
**E**: -269.203790 hartree
**Molecular weight**: 82.10 g/mol
**LUMO level**: 0.629 eV
**Energy relative to the best compared isomer or geometry (same formula, charge and spin)**: 89.4 kcal/mol
**HOMO-LUMO gap**: 9.24 eV
**Net charge**: 0

Here are the Mulliken charges for atoms 1 to 6, given in e: atom 1 (O): -0.51, atom 2 (C): -0.29, atom 3 (C): -0.19, atom 4 (C): 0.36, atom 5 (C): -0.43, atom 6 (C): -0.53

# 6
Density functional theory data (ωB97M-V/def2-TZVPD) for a molecular structure, C5H6O at a distorted geometry.

Geometry (Å):
C1 1.073 -0.367 -0.421
C2 0.333 0.912 -0.141
C3 -1.152 0.523 -0.210
O1 -1.254 -0.898 -0.588
C4 -0.094 -1.187 0.095
C5 -0.427 0.426 1.068
H1 1.899 -0.502 0.284
H2 1.406 -0.595 -1.440
H3 0.722 1.899 -0.390
H4 -1.983 1.125 -0.568
H5 0.074 -2.267 0.273
H6 -0.597 0.930 2.039

Values from the calculation:
**E**: -269.206377 hartree
**Molecular weight**: 82.10 g/mol
**LUMO level**: 1.147 eV
**Energy relative to the best compared isomer or geometry (same formula, charge and spin)**: 87.8 kcal/mol
**HOMO-LUMO gap**: 10.35 eV
**Net charge**: 0

Here are the Mulliken charges for atoms 1 to 6, given in e: atom 1 (C): -0.37, atom 2 (C): -0.47, atom 3 (C): -0.24, atom 4 (O): -0.41, atom 5 (C): -0.23, atom 6 (C): -0.36

# 7
Density functional theory data (ωB97M-V/def2-TZVPD) for a single C5H6O molecule at a distorted geometry.

Geometry (Å):
C1 -0.390 0.293 1.781
C2 -0.546 1.070 0.869
C3 -0.320 1.416 -0.512
C4 0.652 0.014 -0.491
C5 0.066 -1.406 -0.575
O1 1.832 0.195 -0.362
H1 -0.301 -0.191 2.716
H2 -1.260 1.636 -1.065
H3 0.365 2.262 -0.652
H4 0.374 -1.797 -1.551
H5 -1.020 -1.450 -0.484
H6 0.501 -2.085 0.173

Values from the calculation:
**E**: -269.239810 hartree
**Molecular weight**: 82.10 g/mol
**LUMO level**: 0.864 eV
**Energy relative to the best compared isomer or geometry (same formula, charge and spin)**: 66.8 kcal/mol
**HOMO-LUMO gap**: 10.17 eV
**Net charge**: 0

Here are the Mulliken charges for atoms 1 to 6, given in e: atom 1 (C): -0.36, atom 2 (C): -0.11, atom 3 (C): -0.54, atom 4 (C): 0.58, atom 5 (C): -1.00, atom 6 (O): -0.53

# 8
Density functional theory data (ωB97M-V/def2-TZVPD) for a single C5H6O molecule.

Geometry (Å):
C1 -0.928 -2.474 0.016
C2 -0.976 -1.370 -0.690
C3 -0.570 -0.134 -0.725
O1 -0.674 1.088 -1.282
C4 0.551 0.735 -0.524
C5 0.762 1.630 0.666
H1 -0.959 -2.375 1.094
H2 -0.774 -3.464 -0.399
H3 1.432 0.511 -1.121
H4 1.576 1.292 1.314
H5 -0.147 1.752 1.262
H6 1.037 2.608 0.259

Values from the calculation:
**E**: -269.215320 hartree
**Molecular weight**: 82.10 g/mol
**LUMO level**: 0.555 eV
**Energy relative to the best compared isomer or geometry (same formula, charge and spin)**: 82.2 kcal/mol
**HOMO-LUMO gap**: 9.35 eV
**Net charge**: 0

Here are the Mulliken charges for atoms 1 to 6, given in e: atom 1 (C): -0.61, atom 2 (C): -0.24, atom 3 (C): 0.34, atom 4 (O): -0.44, atom 5 (C): 0.27, atom 6 (C): -1.05

# 9
Density functional theory data (ωB97M-V/def2-TZVPD) for a molecular structure, C5H6O.

Geometry (Å):
C1 -1.061 -0.556 -1.326
C2 -0.811 -0.148 0.577
C3 0.080 -0.885 -0.507
C4 1.219 0.128 -0.180
O1 0.724 1.441 -0.405
C5 0.401 0.802 0.818
H1 -0.912 0.480 -1.694
H2 -1.766 0.195 0.109
H3 -1.124 -0.798 1.394
H4 0.289 -1.934 -0.286
H5 2.292 -0.031 -0.244
H6 0.669 1.306 1.745

Values from the calculation:
**E**: -269.134120 hartree
**Molecular weight**: 82.10 g/mol
**LUMO level**: 1.003 eV
**Energy relative to the best compared isomer or geometry (same formula, charge and spin)**: 133.1 kcal/mol
**HOMO-LUMO gap**: 9.49 eV
**Net charge**: 0

Here are the Mulliken charges for atoms 1 to 6, given in e: atom 1 (C): -0.67, atom 2 (C): -0.48, atom 3 (C): -0.12, atom 4 (C): -0.19, atom 5 (O): -0.42, atom 6 (C): -0.21

# 10
Density functional theory data (ωB97M-V/def2-TZVPD) for a single C5H6O molecule at a distorted geometry.

Geometry (Å):
C1 -1.338 1.847 -1.299
C2 -0.460 1.059 -1.052
C3 0.494 0.720 0.002
C4 -0.005 -0.493 0.723
C5 0.443 -1.795 0.265
O1 0.982 -1.191 1.442
H1 -2.074 2.595 -1.403
H2 0.536 1.572 0.715
H3 1.468 0.606 -0.443
H4 -0.987 -0.413 1.202
H5 1.109 -1.833 -0.596
H6 -0.169 -2.675 0.446

Values from the calculation:
**E**: -269.220470 hartree
**Molecular weight**: 82.10 g/mol
**LUMO level**: 0.875 eV
**Energy relative to the best compared isomer or geometry (same formula, charge and spin)**: 78.9 kcal/mol
**HOMO-LUMO gap**: 10.98 eV
**Net charge**: 0

Here are the Mulliken charges for atoms 1 to 6, given in e: atom 1 (C): -0.15, atom 2 (C): -0.43, atom 3 (C): -0.45, atom 4 (C): 0.08, atom 5 (C): -0.42, atom 6 (O): -0.43

Q: The highest E belongs to which entry?
A: number 9